Entry 1:
Below is C12H30O16SV3 as an isolated structure in a non-equilibrium geometry, with properties calculated with wB97M-V/def2-TZVPD.

The geometry in XYZ format:
```
62
C12H30O16SV3 | the Open Molecules 2025 dataset | wB97M-V/def2-TZVPD
V 1.7108 3.1256 0.5776
V -1.6475 -1.9781 -4.7091
V -1.0452 -4.8355 1.6647
S -0.3237 -0.2960 -0.1886
O 1.5466 4.2528 1.7790
O 5.5314 2.9640 0.5370
O 1.9115 3.8191 -0.9022
O -3.8385 -3.0977 2.7111
O -2.5780 -3.2621 -4.4279
O -3.7508 1.3051 -4.8137
O -1.0058 1.4876 -5.4367
O -1.9791 -3.3758 4.7393
O 1.0590 0.0745 -0.4869
O -0.2761 -1.4465 0.7067
O -1.3569 -5.2826 0.1138
O -0.1777 -2.6790 -4.9705
O -1.1059 -0.5811 -1.4279
O -0.7059 0.9451 0.5437
O 0.3481 -5.6054 1.9759
O 4.1762 1.2607 2.4180
C 3.9818 -0.0375 2.9325
C -3.2415 1.9136 -6.0609
C 0.3370 1.7805 -5.2924
C -4.5009 -2.7498 1.4890
C -3.1013 -2.6494 5.0155
C -1.8138 2.4922 -6.0093
C 5.7943 2.9908 1.9308
C -1.2113 -3.6387 5.8970
C 5.4903 1.6985 2.7554
C -3.7576 -2.1183 3.7365
C 6.0878 1.8106 -0.1415
C -3.7807 2.3314 -3.7801
H -4.5941 3.0512 -3.8712
H -5.5400 -2.4949 1.6973
H 4.3800 -0.1629 3.9394
H 5.2709 3.8802 2.2817
H -3.8913 -3.2585 5.4549
H -3.8904 1.7828 -2.8446
H -1.7617 -4.0284 6.7534
H -2.8355 2.8739 -3.7624
H 5.9927 2.0936 -1.1898
H -4.4781 -3.6031 0.8113
H 6.8475 3.1964 2.1217
H -4.7609 -1.7834 4.0001
H 5.4787 1.8519 3.8345
H 5.5610 0.8729 0.0352
H -3.0347 -1.9245 5.8268
H 0.5932 2.8222 -5.0989
H -0.3648 -4.2652 5.6158
H -3.2690 -1.2372 3.3206
H -0.7318 -2.6849 6.1168
H 2.9558 -0.3915 3.0327
H -1.4242 2.7619 -6.9909
H -3.8210 2.6475 -6.6209
H -4.0747 -1.8757 0.9966
H 7.1679 1.7854 0.0028
H 6.3327 1.0254 2.5962
H 4.5117 -0.8134 2.3800
H 0.6801 1.7235 -6.3255
H -3.2013 1.0604 -6.7381
H -1.6978 3.4730 -5.5481
H 0.8227 1.0027 -4.7032
```

total charge	+1
DFT total energy	-4908.457053	hartree
Kohn-Sham gap	3.2	eV
HOMO energy	-9.6	eV
maximum force	6.012	eV/Å

Mulliken atomic charge list, values in e, 2 entries: 1.9052 1.8472

Entry 2:
Below is a 3-piece molecular cluster, C12H30O9SSi2 overall, with properties calculated with wB97M-V/def2-TZVPD.

The geometry in XYZ format:
```
54
C12H30O9SSi2 | the Open Molecules 2025 dataset | wB97M-V/def2-TZVPD
S 1.5218 -0.0597 1.6987
Si 3.7811 2.5597 3.8822
Si 3.9388 -0.4105 3.4746
O -1.6224 1.8629 1.8546
O 3.6652 0.9729 4.3324
O 5.4416 3.8990 2.1489
O -1.4635 -3.6984 -2.3549
O -3.5010 1.4707 0.8613
O -3.2016 3.4757 1.8697
O -1.0303 -3.4460 -4.4556
O 4.9750 5.0604 2.8820
O -2.7131 -4.8346 -3.8514
C 3.3228 -0.2306 1.7164
C -0.7630 2.7265 2.6118
C -2.4679 -2.8737 -6.3444
C 5.4948 2.8765 3.1375
C -4.8079 1.8947 0.4211
C 1.1534 -0.5456 -0.0121
C -2.8152 2.3759 1.5636
C -1.3137 -3.7127 -5.8465
C -4.7216 2.7490 -0.8229
C -2.2370 -4.2878 -1.3019
C -1.8244 -4.0666 -3.5846
C 0.9741 -2.0492 -0.2257
H -1.2599 3.0667 3.5185
H -5.7273 2.9760 -1.1797
H -4.1889 2.2196 -1.6133
H -2.2710 -1.8148 -6.1755
H -5.3349 0.9614 0.2326
H -5.2956 2.4275 1.2364
H 0.1054 2.1179 2.8387
H 0.2441 0.0029 -0.2705
H 3.5256 3.3844 5.0737
H 5.3995 -0.6635 3.4138
H 5.9097 2.0167 2.5997
H 1.9536 -0.1423 -0.6396
H -1.7416 -3.9884 -0.3835
H 4.5204 5.5187 2.1580
H -0.4766 3.5904 2.0134
H 3.6356 -1.1468 1.1983
H -2.5964 -3.0318 -7.4162
H -0.3842 -3.4619 -6.3534
H 3.2517 -1.5262 4.1436
H 0.3000 -2.2384 -1.0649
H 0.5475 -2.5136 0.6675
H -1.5147 -4.7768 -5.9633
H 6.2233 3.1477 3.9167
H -4.2123 3.6877 -0.6102
H 3.7860 0.6207 1.2001
H 2.7975 2.8478 2.8150
H -3.3927 -3.1541 -5.8426
H -3.2582 -3.9106 -1.3267
H 1.9208 -2.5544 -0.4393
H -2.2527 -5.3711 -1.4021
```

SMILES string	CCSC[SiH2]O[SiH2]COO.CCOC(=O)OC.CCOC(=O)OC
DFT total energy	-2129.553349	hartree
Kohn-Sham gap	9.3	eV
HOMO energy	-8.6	eV
maximum force	0.452	eV/Å

natural (NBO) atomic charge list, values in e, 2 entries: 0.1940 1.4219

Entry 3:
Below is a 2-piece molecular cluster, C12H31B2BrNO3S overall, with properties calculated with wB97M-V/def2-TZVPD.

The geometry in XYZ format:
```
51
C12H31B2BrNO3S | the Open Molecules 2025 dataset | wB97M-V/def2-TZVPD
Br 1.5206 -4.5923 -3.5944
S 3.7228 0.7875 -4.8075
O 0.4994 -0.7516 0.1786
O -1.6758 -0.4914 -0.6699
O -1.1365 2.2547 4.4953
N 0.9741 2.1978 2.4586
C -0.8445 3.0475 5.6239
C -1.2608 2.9558 3.2722
C 0.0063 -0.5428 -3.6567
C 1.1861 0.4240 -3.8420
C -0.7523 -2.9904 -2.7482
C 2.4985 -0.3169 -4.0420
C -0.0648 -4.3204 -2.4685
C 0.0610 3.3320 2.5916
C -2.1125 -0.3619 0.6686
C 0.2807 -4.4963 -1.0058
C 0.7986 4.4918 3.2561
C -2.1611 -1.6973 1.3941
B 0.1364 -1.6221 -2.3996
B -0.3747 -0.9226 -0.9316
H 0.1129 5.2946 3.5371
H -0.6598 -4.5386 -0.4524
H -2.5276 -2.4485 0.6964
H -0.7299 -5.1334 -2.7608
H 1.0858 1.7699 3.3737
H 1.3365 4.1699 4.1478
H 1.3063 -1.9674 -2.2524
H 1.3143 -0.4166 -0.1906
H -0.8907 0.0758 -3.5468
H -1.7991 2.2766 2.6078
H -0.0956 -1.0847 -4.6058
H -1.0859 -3.0123 -3.7904
H -0.2049 3.6521 1.5794
H -2.8289 -1.6372 2.2534
H -1.1760 -1.9933 1.7475
H 0.8310 -5.4181 -0.8193
H 2.8722 -0.6837 -3.0923
H 2.3253 -1.1868 -4.6717
H -1.8935 3.8444 3.4155
H -1.3502 4.0179 5.5714
H -1.6617 -3.0337 -2.1332
H -1.5012 0.3564 1.2187
H -3.1267 0.0423 0.6301
H 0.5413 1.4724 1.8892
H 0.2298 3.2093 5.7458
H 1.2576 1.1338 -3.0138
H 1.0026 1.0293 -4.7398
H -1.2075 2.5111 6.5008
H 0.8672 -3.6583 -0.6349
H 4.8179 0.0700 -4.5510
H 1.5370 4.9020 2.5678
```

total charge	-1
DFT total energy	-3778.308430	hartree
Kohn-Sham gap	7.1	eV
HOMO energy	-4.6	eV
maximum force	0.861	eV/Å

natural (NBO) atomic charge list, values in e, 2 entries: -0.0968 -0.0937

Entry 4:
Below is C12H31BNO2Rb as an isolated structure in a non-equilibrium geometry, with properties calculated with wB97M-V/def2-TZVPD.

The geometry in XYZ format:
```
48
C12H31BNO2Rb | the Open Molecules 2025 dataset | wB97M-V/def2-TZVPD
Rb 1.9751 -0.5244 1.4716
O 0.6360 -2.9026 0.1600
O 0.3376 2.2186 1.5164
N -0.0246 1.5090 0.3558
C -2.5647 1.8528 0.4208
C -1.0790 0.6125 -2.1483
C 0.2864 1.2422 -2.0625
C -1.4696 -0.0645 -0.8372
C 2.0465 2.4304 -0.7146
C 0.1872 -4.4381 -1.6613
C 0.5356 2.1549 -0.8711
C -0.1249 -4.0630 -0.2217
C -1.3835 0.8848 0.3646
C -1.4739 -0.0487 1.6059
C -1.5776 -3.7318 0.0129
C -0.1297 3.5229 -1.1345
B 3.7622 0.4138 3.6637
H -2.2680 2.8392 0.0537
H -1.1558 3.3672 -1.4731
H -1.9825 -3.0570 -0.7389
H 2.2607 3.2187 -0.0004
H 1.0852 0.4873 -2.0682
H -0.4042 -5.2390 -2.1161
H 4.4500 -0.2987 3.0766
H -2.4678 -0.4917 -0.9494
H 0.0440 4.3220 -0.4190
H 0.2781 3.9184 -2.0780
H -0.8007 -0.9264 -0.7385
H 2.4568 2.6542 -1.6998
H -0.1119 -3.6355 -2.3501
H -2.7677 2.1226 1.4627
H -0.3027 2.9446 1.6201
H -2.1610 -4.6563 -0.0133
H -1.0995 -0.0962 -2.9758
H -3.4635 1.5528 -0.1081
H 2.8072 -0.1309 4.0011
H -1.7182 -3.3093 1.0071
H -1.6370 0.6221 2.4512
H 3.4660 1.3508 3.0662
H 1.2465 -4.6583 -1.7924
H 1.5685 -3.1493 0.1486
H -2.3668 -0.6661 1.4879
H 4.3150 0.7374 4.6369
H -0.6459 -0.7184 1.8230
H -1.8486 1.3833 -2.2839
H 0.1896 -4.9093 0.4006
H 0.5252 1.8259 -2.9571
H 2.5695 1.5271 -0.3941
```

DFT total energy	-729.871329	hartree
relative energy (zero: lowest compared OMol25 entry of this formula, charge and spin)	9.0	kcal per mole
Kohn-Sham gap	7.8	eV
HOMO energy	-8.1	eV
maximum force	2.159	eV/Å

Mulliken atomic charge list, values in e, 2 entries: 0.4947 -0.3791

Entry 5:
Below is C12H31Cl2O2P2W as an isolated structure in a non-equilibrium geometry, with properties calculated with wB97M-V/def2-TZVPD.

The geometry in XYZ format:
```
50
C12H31Cl2O2P2W | the Open Molecules 2025 dataset | wB97M-V/def2-TZVPD
W 0.7980 -0.0967 -0.5586
Cl 2.4494 0.1798 1.1060
Cl 2.2276 -0.2418 -2.3073
P 0.6211 2.3232 -0.6174
P 0.8322 -2.5521 -0.3696
O -2.1264 -0.7871 -1.3689
O -0.9160 -0.1981 1.3872
C -0.3136 -3.3094 0.7802
C -0.8091 -0.1413 -3.3177
C 2.5155 -2.9487 0.1739
C 0.2282 0.5900 3.4117
C -2.1137 0.4979 1.6529
C -1.0156 -0.3482 -1.8518
C 0.1907 3.0370 -2.2136
C -0.1461 -0.5748 2.5366
C -0.5037 3.0292 0.5975
C -3.1655 0.5909 0.5783
C 2.2730 2.9365 -0.1790
C 0.6031 -3.3349 -1.9745
H -0.8106 -1.3062 3.0325
H 0.8889 1.3151 2.9391
H -0.8291 2.7444 -2.4713
H 2.6631 -4.0192 0.0025
H 3.0515 2.3104 -0.6216
H -3.9759 1.1086 1.0769
H -3.5641 -0.4006 0.3114
H -2.9311 1.1696 -0.3259
H 2.3750 2.9260 0.9116
H 2.3533 3.9632 -0.5555
H 0.7790 -1.1300 2.2464
H -0.3544 -1.0565 -3.7365
H 0.8906 2.6860 -2.9734
H -0.1579 -4.3864 0.7229
H 0.2558 4.1207 -2.0989
H -2.5271 -0.1370 2.4621
H -0.1951 2.7384 1.6050
H -1.8247 1.4593 2.0145
H -0.4341 -3.2050 -2.2893
H 3.2506 -2.3686 -0.3950
H 0.8323 -4.3950 -1.8390
H 0.7592 0.1755 4.2573
H 1.2795 -2.8867 -2.7062
H -0.1153 -2.9617 1.7951
H -1.5243 2.6881 0.4063
H -0.1448 0.7137 -3.4964
H -0.4613 4.1170 0.4982
H -1.3316 -3.0440 0.4924
H 2.6206 -2.7167 1.2384
H -1.7809 0.0409 -3.7659
H -0.6659 1.0854 3.7965
```

total charge	+3
DFT total energy	-2295.335937	hartree
relative energy (zero: lowest compared OMol25 entry of this formula, charge and spin)	37.1	kcal per mole
expectation value of S²	2.073
Kohn-Sham gap (alpha / beta)	6.1 / 6.3	eV
2S+1	3
HOMO energy (alpha / beta)	-20.1 / -20.1	eV
maximum force	6.669	eV/Å

natural (NBO) atomic charge list, values in e, 2 entries: 0.8808 -0.0868